Entry 1:
A 2-piece molecular cluster, CH3ClN2O2 overall, computed with ωB97M-V with the def2-TZVPD basis set.

Geometry as XYZ:
```
9
Properties=species:S:1:pos:R:3
C -0.45 -0.64 -0.92
N 0.44 0.11 -0.01
N 0.20 0.33 1.35
O -0.57 -0.51 1.84
O 0.86 1.14 1.93
Cl 1.39 2.14 -0.73
H -0.35 -1.67 -0.64
H -1.49 -0.33 -0.98
H -0.03 -0.56 -1.85
```

Results
Kohn-Sham gap (alpha / beta) = 0.29460 / 0.29570 Ha
HOMO (alpha / beta) = -11.17 / -11.04 eV
ΔE to the lowest compared entry with this formula, charge and spin = 104.31 kcal per mole
energy = -759.8452 Ha

natural (NBO) charges, unit e, in atom order: C -0.447; N -0.091; N 0.578; O -0.374; O -0.319; Cl -0.046; H 0.250; H 0.216; H 0.234

***

Entry 2:
A 8-piece molecular cluster, C13H42O8 overall, computed with ωB97M-V with the def2-TZVPD basis set.

Geometry as XYZ:
```
63
Properties=species:S:1:pos:R:3
C -34.42 26.25 2.39
C -32.99 26.63 2.86
O -32.95 28.06 3.17
H -35.13 27.07 2.46
H -34.91 25.47 2.98
H -34.35 25.84 1.38
H -32.34 26.44 2.00
H -32.58 25.88 3.54
H -33.14 28.51 2.34
C -24.93 23.72 0.35
C -26.03 24.55 -0.35
O -25.24 25.47 -1.12
H -25.37 23.19 1.19
H -24.21 24.40 0.81
H -24.46 23.06 -0.38
H -26.59 25.05 0.44
H -26.73 23.92 -0.89
H -24.70 25.97 -0.51
C -25.43 17.93 -2.31
C -26.77 18.48 -1.85
O -27.84 17.62 -2.26
H -25.40 16.87 -2.07
H -24.65 18.55 -1.87
H -25.23 18.10 -3.37
H -26.96 19.46 -2.29
H -26.81 18.72 -0.79
H -27.82 17.37 -3.18
C -17.73 23.05 -0.60
C -16.51 22.18 -0.85
O -16.84 20.82 -0.81
H -18.42 22.99 -1.44
H -17.47 24.10 -0.47
H -18.21 22.68 0.30
H -15.76 22.39 -0.09
H -16.12 22.43 -1.83
H -16.17 20.30 -0.36
C -21.92 27.21 -6.69
C -21.72 25.74 -6.41
O -22.97 25.14 -6.14
H -22.77 27.41 -7.34
H -21.11 27.50 -7.35
H -22.13 27.89 -5.86
H -20.95 25.60 -5.64
H -21.39 25.22 -7.31
H -23.23 25.35 -5.24
C -21.23 28.32 1.90
O -21.68 28.44 0.59
H -20.57 29.17 2.09
H -22.01 28.29 2.66
H -20.62 27.42 1.98
H -20.96 28.86 0.11
C -21.29 18.59 2.50
O -19.95 18.06 2.50
H -21.60 18.94 3.48
H -21.55 19.25 1.68
H -21.94 17.73 2.31
H -19.66 18.33 1.62
C -27.92 29.08 -5.46
O -27.18 29.29 -4.33
H -28.15 29.99 -6.00
H -27.23 28.49 -6.07
H -28.84 28.52 -5.29
H -26.90 28.42 -4.03
```

Results
Kohn-Sham gap = 0.38079 Ha
HOMO = -10.13 eV
ΔE to the lowest compared entry with this formula, charge and spin = 130.77 kcal per mole
SMILES = CCO.CCO.CCO.CCO.CCO.CO.CO.CO
energy = -1122.2126 Ha

natural (NBO) charges, unit e, in atom order: C -0.652; C -0.076; O -0.718; H 0.221; H 0.211; H 0.206; H 0.154; H 0.190; H 0.464; C -0.621; C -0.064; O -0.728; H 0.199; H 0.194; H 0.211; H 0.154; H 0.184; H 0.468; C -0.643; C -0.057; O -0.738; H 0.219; H 0.212; H 0.205; H 0.154; H 0.179; H 0.470; C -0.625; C -0.055; O -0.731; H 0.208; H 0.210; H 0.209; H 0.155; H 0.153; H 0.476; C -0.647; C -0.066; O -0.720; H 0.216; H 0.209; H 0.208; H 0.161; H 0.175; H 0.464; C -0.244; O -0.719; H 0.161; H 0.181; H 0.157; H 0.465; C -0.265; O -0.712; H 0.180; H 0.171; H 0.161; H 0.465; C -0.239; O -0.714; H 0.178; H 0.157; H 0.154; H 0.464